1.
The following is a DFT calculation (ωB97M-V with the def2-TZVPD basis set) of a structure of composition CH3N4 at a distorted geometry.

Geometry (Å):
C -0.016 0.270 0.058
N -0.639 1.348 -0.868
N -0.756 0.404 -1.731
N -0.248 -0.589 -0.933
N 0.439 0.207 1.258
H -0.013 -2.116 -1.471
H 0.392 1.062 1.900
H 0.842 -0.586 1.787

* relative energy (zero: lowest compared OMol25 entry of this formula, charge and spin): 6.651 eV
* Kohn-Sham gap: 9.4 eV
* net charge: +1
* spin multiplicity: 1
* E_HOMO: -15.9 eV

---

2.
The following is a DFT calculation (ωB97M-V with the def2-TZVPD basis set) of a cluster of 2 separate species, C4H10O2 in total at a distorted geometry.

Geometry (Å):
C -2.242 -1.235 -0.094
C -0.727 -1.075 -0.363
C -0.410 -1.156 -1.870
C -0.155 0.185 0.268
O 0.651 0.938 -0.186
H -2.477 -2.268 -0.340
H -2.345 -1.113 0.982
H -2.863 -0.590 -0.703
H -0.199 -1.889 0.149
H -0.492 -2.206 -2.149
H -1.044 -0.511 -2.472
H 0.616 -0.839 -2.059
H -0.762 0.508 1.147
O 4.099 3.725 2.162
H 4.443 3.052 2.753
H 3.906 4.476 2.777

* relative energy (zero: lowest compared OMol25 entry of this formula, charge and spin): 1.030 eV
* Kohn-Sham gap: 10.6 eV
* SMILES: CC(C)C=O.O
* spin multiplicity: 1
* E_HOMO: -9.6 eV

---

3.
The following is a DFT calculation (ωB97M-V with the def2-TZVPD basis set) of a structure of composition C12H23AlN2O3P2 at a distorted geometry.

Geometry (Å):
Al -0.209 -1.210 -0.322
P -1.219 -0.621 1.914
C -2.585 -1.507 1.076
C -2.899 -1.245 -0.289
N -1.837 -0.717 -1.066
C -1.987 -0.144 -2.285
C -3.259 -0.115 -2.818
C -4.313 -0.763 -2.144
C -4.145 -1.377 -0.916
C -0.769 0.412 -2.956
P 0.883 -0.245 -2.341
H -4.962 -1.825 -0.321
H -3.395 0.381 -3.781
H -5.298 -0.773 -2.594
H -0.736 0.230 -4.039
H -0.723 1.507 -2.870
H -0.914 -3.647 0.211
H -3.220 -2.162 1.680
H 4.453 -1.473 -1.393
O -0.139 -3.230 -0.248
H 0.256 -3.948 -0.773
H 1.515 -0.885 -0.267
O 5.008 -0.689 -1.027
H 4.402 -0.503 -0.191
C 1.477 -1.129 -3.821
H 1.283 -0.649 -4.786
H 2.554 -1.306 -3.771
H 0.995 -2.104 -3.862
C 1.878 1.313 -2.463
H 2.868 1.146 -2.016
H 2.065 1.683 -3.487
H 1.415 2.159 -1.934
C -2.286 0.638 2.766
H -2.844 0.138 3.575
H -1.732 1.491 3.188
H -3.012 1.022 2.033
C -0.634 -1.718 3.253
H 0.162 -1.251 3.846
H -1.443 -1.971 3.938
H -0.228 -2.637 2.829
O 1.930 1.532 1.480
C 1.692 0.488 1.015
N 1.418 -0.713 0.781

* relative energy (zero: lowest compared OMol25 entry of this formula, charge and spin): 5.839 eV
* Kohn-Sham gap: 6.0 eV
* net charge: +2
* spin multiplicity: 1
* E_HOMO: -13.3 eV